257
Properties=species:S:1:pos:R:3 method="wB97M-V/def2-TZVPD" charge=+6 total_energy_ev=-100136.2063 orbital_gap_ev=9.5523 spin_multiplicity=1
O 0.01 -0.63 2.07
C 0.45 0.36 1.37
O 0.12 0.18 0.16
O 1.22 1.21 1.88
H -0.43 -0.92 1.27
C 3.20 -3.18 -7.29
C 1.73 -2.86 -7.77
C 1.70 -1.44 -8.18
C 0.26 -0.87 -8.66
N 0.00 0.66 -8.40
C -1.42 0.97 -8.90
C -1.30 1.08 -10.47
C 0.20 1.47 -10.72
C 0.93 1.43 -9.37
C 0.24 0.95 -6.90
C -0.57 -0.03 -5.98
C -0.64 0.22 -4.44
H 3.29 -4.26 -7.19
H 3.37 -2.71 -6.32
H 3.93 -2.85 -8.03
H 0.97 -3.08 -7.03
H 1.60 -3.48 -8.66
H 2.46 -1.21 -8.92
H 1.95 -1.06 -7.18
H -0.48 -1.46 -8.12
H 0.03 -1.21 -9.67
H -1.70 1.88 -8.38
H -2.07 0.13 -8.65
H -1.95 1.83 -10.92
H -1.74 0.19 -10.92
H 0.12 2.41 -11.27
H 0.75 0.81 -11.39
H 0.90 2.37 -8.81
H 1.92 0.99 -9.41
H -0.11 1.96 -6.70
H 1.31 0.98 -6.69
H -0.26 -1.06 -6.15
H -1.62 -0.03 -6.26
H -1.17 -0.52 -3.83
H -1.02 1.23 -4.29
H 0.39 0.25 -4.09
C -8.70 3.43 -1.61
C -8.17 3.47 -3.06
C -7.61 2.10 -3.48
C -6.84 2.14 -4.86
N -6.43 0.80 -5.45
C -7.63 0.09 -6.10
C -7.03 -0.86 -7.20
C -5.86 -0.16 -7.70
C -5.49 1.03 -6.68
C -5.86 -0.12 -4.37
C -4.72 0.35 -3.49
C -4.68 -0.51 -2.26
H -9.42 4.25 -1.54
H -7.96 3.74 -0.88
H -9.06 2.45 -1.30
H -7.39 4.22 -3.13
H -8.86 3.92 -3.78
H -8.29 1.25 -3.47
H -6.85 1.96 -2.70
H -6.02 2.87 -4.89
H -7.56 2.67 -5.49
H -8.36 -0.38 -5.43
H -8.18 0.87 -6.62
H -6.94 -1.92 -6.92
H -7.76 -0.99 -7.99
H -5.01 -0.83 -7.86
H -6.03 0.06 -8.75
H -4.45 1.00 -6.35
H -5.78 1.99 -7.12
H -5.60 -0.99 -4.97
H -6.70 -0.58 -3.85
H -4.79 1.38 -3.14
H -3.73 0.38 -3.93
H -4.61 -1.56 -2.51
H -5.50 -0.21 -1.61
H -3.83 -0.17 -1.66
C 6.47 -3.27 -1.01
C 5.22 -2.93 -0.11
C 4.98 -3.91 1.04
C 3.71 -3.59 1.91
N 2.55 -4.65 1.65
C 1.41 -4.23 2.59
C 1.93 -4.92 3.87
C 2.51 -6.32 3.55
C 2.94 -6.05 2.12
C 1.97 -4.65 0.17
C 1.10 -3.46 -0.29
C 0.73 -3.47 -1.78
H 7.38 -3.32 -0.41
H 6.52 -2.60 -1.87
H 6.38 -4.31 -1.32
H 4.32 -3.17 -0.69
H 5.09 -1.87 0.09
H 5.88 -3.68 1.61
H 5.16 -4.95 0.77
H 3.38 -2.57 1.68
H 3.94 -3.60 2.97
H 0.47 -4.64 2.22
H 1.35 -3.14 2.68
H 1.11 -4.88 4.59
H 2.63 -4.23 4.34
H 1.92 -7.21 3.76
H 3.37 -6.47 4.20
H 2.60 -6.71 1.32
H 4.01 -6.28 2.11
H 1.41 -5.57 -0.01
H 2.91 -4.64 -0.38
H 1.66 -2.54 -0.13
H 0.16 -3.58 0.25
H 1.66 -3.24 -2.30
H -0.08 -2.78 -1.98
H 0.31 -4.45 -2.03
C 7.84 -2.56 8.29
C 7.94 -1.10 7.84
C 6.59 -0.36 7.90
C 5.52 -0.97 7.00
N 4.39 0.06 6.57
C 4.86 1.17 5.56
C 3.64 1.53 4.73
C 2.75 0.27 4.85
C 3.50 -0.75 5.70
C 3.59 0.59 7.79
C 3.29 -0.32 8.93
C 2.65 0.41 10.19
H 8.84 -2.98 8.39
H 7.39 -3.01 7.41
H 7.22 -2.66 9.18
H 8.33 -0.84 6.86
H 8.67 -0.48 8.37
H 6.79 0.67 7.63
H 6.35 -0.47 8.96
H 4.98 -1.80 7.45
H 5.97 -1.28 6.06
H 5.18 2.04 6.13
H 5.58 0.68 4.91
H 3.07 2.31 5.23
H 3.99 1.90 3.76
H 1.75 0.44 5.26
H 2.54 -0.15 3.86
H 2.86 -1.45 6.23
H 4.08 -1.45 5.10
H 2.75 1.24 7.56
H 4.20 1.42 8.16
H 4.15 -0.88 9.30
H 2.54 -1.02 8.56
H 1.74 0.98 9.96
H 3.31 1.14 10.65
H 2.40 -0.37 10.91
C -0.60 4.26 -3.79
C 0.16 3.92 -2.54
C 1.27 2.91 -2.73
C 2.07 2.45 -1.47
N 3.65 2.29 -1.74
C 4.18 2.04 -0.27
C 4.33 3.45 0.38
C 4.52 4.52 -0.70
C 4.49 3.62 -2.05
C 4.01 1.18 -2.78
C 3.37 -0.23 -2.39
C 3.91 -1.34 -3.29
H -0.50 5.32 -4.02
H -1.67 4.05 -3.78
H -0.15 3.85 -4.69
H -0.60 3.32 -2.04
H 0.53 4.75 -1.93
H 1.98 3.32 -3.44
H 0.96 2.04 -3.31
H 1.83 1.48 -1.02
H 2.03 3.28 -0.77
H 5.13 1.56 -0.50
H 3.48 1.49 0.36
H 5.20 3.43 1.04
H 3.48 3.61 1.05
H 5.32 5.25 -0.59
H 3.72 5.24 -0.58
H 5.51 3.43 -2.39
H 4.03 4.05 -2.94
H 5.10 1.25 -2.86
H 3.53 1.62 -3.65
H 2.32 -0.17 -2.68
H 3.34 -0.51 -1.34
H 3.67 -1.05 -4.31
H 3.56 -2.37 -3.18
H 4.98 -1.37 -3.05
C -0.18 -1.76 6.50
C -0.16 -2.44 5.11
C -1.40 -3.27 4.61
C -2.68 -2.56 4.76
N -4.00 -3.19 4.08
C -4.46 -4.53 4.74
C -5.05 -4.16 6.09
C -5.69 -2.75 5.85
C -5.21 -2.31 4.52
C -3.92 -3.38 2.53
C -3.33 -2.27 1.71
C -3.11 -2.58 0.25
H -1.17 -1.32 6.66
H 0.48 -0.94 6.76
H 0.10 -2.55 7.20
H 0.81 -2.92 5.16
H -0.07 -1.58 4.44
H -1.33 -4.24 5.08
H -1.29 -3.42 3.53
H -2.74 -1.63 4.19
H -2.87 -2.25 5.79
H -5.14 -5.04 4.05
H -3.55 -5.12 4.78
H -5.75 -4.96 6.33
H -4.20 -4.16 6.77
H -6.76 -2.93 5.81
H -5.43 -2.11 6.69
H -5.98 -2.64 3.83
H -4.84 -1.29 4.43
H -4.90 -3.65 2.14
H -3.31 -4.27 2.46
H -2.32 -2.17 2.13
H -3.90 -1.36 1.85
H -2.58 -1.79 -0.28
H -4.01 -2.89 -0.28
H -2.62 -3.55 0.16
C 2.30 5.61 3.12
C 1.46 5.85 1.83
C -0.06 5.56 1.87
C -0.38 4.06 1.85
N -1.96 3.77 2.11
C -2.42 4.09 3.61
C -2.28 2.87 4.50
C -2.36 1.63 3.57
C -2.29 2.26 2.18
C -2.82 4.53 1.12
C -2.62 4.04 -0.30
C -3.53 4.70 -1.45
H 1.84 5.92 4.06
H 3.23 6.12 2.91
H 2.63 4.57 3.17
H 1.86 5.44 0.90
H 1.53 6.92 1.66
H -0.60 5.95 1.01
H -0.51 5.99 2.77
H 0.12 3.53 2.67
H 0.07 3.63 0.96
H -3.46 4.36 3.44
H -1.99 5.05 3.88
H -3.06 2.79 5.26
H -1.26 3.03 4.86
H -3.34 1.17 3.73
H -1.48 0.99 3.62
H -3.33 2.07 1.91
H -1.61 1.75 1.50
H -2.68 5.60 1.27
H -3.88 4.29 1.25
H -2.73 2.96 -0.35
H -1.65 4.40 -0.64
H -3.76 4.01 -2.26
H -3.20 5.58 -2.02
H -4.50 5.05 -1.11